[1]
Below is a 2-piece molecular cluster, C7H15Cl2O overall in a non-equilibrium geometry, with properties calculated with the ωB97M-V functional and the def2-TZVPD basis.

```
25
Properties=species:S:1:pos:R:3:forces:R:3
C -1.011 -2.036 -1.651 3.5 0.7 0.1
C -2.197 1.526 0.453 3.6 3.4 -0.5
C 0.841 0.754 1.522 0.3 1.1 1.2
C -0.015 -1.421 -0.590 0.4 -1.6 -0.7
C -1.753 0.172 0.288 -1.5 -4.6 1.3
C 0.616 0.903 0.078 1.2 0.9 -0.4
C 3.796 0.193 -0.582 2.4 1.7 0.6
O -0.434 0.017 -0.360 -1.2 -1.6 -0.8
Cl 5.133 1.305 -0.257 -1.7 -0.5 -0.6
Cl 4.067 -1.360 -0.145 -0.6 -1.3 0.0
H -1.954 -1.964 -1.211 -1.7 0.2 -0.2
H -0.810 -3.093 -1.898 0.2 0.5 0.5
H -0.731 -1.458 -2.543 -1.3 -0.1 0.0
H -3.078 1.456 1.009 -1.4 0.6 0.9
H -2.313 1.976 -0.529 -0.7 0.1 -0.1
H -1.351 2.234 0.905 -2.3 -1.5 -0.2
H 1.271 -0.130 1.956 0.2 -0.7 -0.5
H 1.464 1.572 1.838 0.8 0.4 0.0
H -0.043 0.998 2.053 -1.1 -0.1 0.7
H -0.033 -2.084 0.345 0.2 1.7 -0.8
H 1.023 -1.254 -1.009 -1.2 -0.6 0.7
H -1.750 -0.454 1.270 0.6 1.3 -1.4
H -2.571 -0.415 -0.286 1.9 1.1 0.3
H 1.549 0.620 -0.457 -0.9 0.3 -0.2
H 0.285 1.943 -0.199 0.5 -1.2 0.1
```
Forces are in eV/Å.

Its lowest unoccupied orbital energy (spin up / spin down) is -2.46 / -5.33 eV. For the max |F|, the calculation gives 4.97 eV Å⁻¹. Its spin multiplicity is 3. For the gap between HOMO and LUMO (spin up / spin down), the calculation gives 0.330 / 0.333 Eh. The charge is +1.

---

[2]
Below is one molecule with the formula C20H21NO4, with properties calculated with the ωB97M-V functional and the def2-TZVPD basis.

```
46
Properties=species:S:1:pos:R:3:forces:R:3
C -6.389 -2.727 -1.459 0.4 0.3 0.1
C -5.006 -2.097 -1.414 -0.1 -0.3 -0.2
O -5.112 -0.881 -0.704 0.0 0.2 0.1
C -3.989 -0.127 -0.523 0.1 0.1 0.0
C -2.722 -0.440 -0.992 -0.4 -0.3 -0.1
C -1.655 0.412 -0.757 0.1 0.4 0.0
C -1.812 1.599 -0.046 -0.2 -0.3 -0.2
C -3.090 1.887 0.447 0.0 0.0 -0.1
C -4.154 1.050 0.207 -0.1 -0.2 -0.1
H -5.135 1.283 0.591 -0.1 0.0 0.1
H -3.252 2.770 1.046 0.0 0.1 0.1
N -0.743 2.451 0.257 0.4 0.1 0.2
C -0.925 3.877 0.087 0.0 0.1 0.0
H -0.607 4.209 -0.912 0.0 0.0 0.0
H -1.968 4.146 0.213 0.0 0.0 0.0
H -0.335 4.411 0.835 0.0 0.1 0.0
C 0.594 2.019 -0.079 -0.2 0.0 0.1
C 1.034 0.799 0.686 -0.3 -0.1 0.5
C 0.361 0.355 1.768 0.2 0.3 -0.4
C 0.757 -0.824 2.516 -0.3 -0.2 0.5
O 0.186 -1.258 3.484 0.2 0.1 -0.3
O 1.867 -1.489 2.070 -0.1 -0.2 0.2
C 2.585 -1.051 1.011 0.5 0.3 -0.7
C 3.718 -1.781 0.665 -0.4 0.1 0.3
C 4.510 -1.390 -0.393 0.1 0.2 -0.3
C 4.180 -0.247 -1.127 -0.2 0.0 0.2
C 3.046 0.478 -0.787 0.1 -0.1 0.0
C 2.229 0.093 0.275 0.3 -0.5 0.2
H 2.825 1.356 -1.370 -0.1 0.1 -0.1
O 4.895 0.233 -2.179 -0.2 0.2 0.0
C 6.064 -0.448 -2.570 0.1 -0.1 -0.1
H 6.463 0.116 -3.412 0.0 -0.1 0.1
H 5.846 -1.471 -2.892 0.0 0.0 0.0
H 6.806 -0.468 -1.766 0.0 0.0 0.0
H 5.382 -1.974 -0.637 0.1 0.0 0.0
H 3.962 -2.656 1.245 0.0 -0.1 0.1
H -0.526 0.853 2.124 -0.1 0.0 0.0
H 1.278 2.833 0.185 0.0 -0.1 -0.1
H 0.708 1.839 -1.160 0.0 0.0 0.0
H -0.691 0.121 -1.144 0.1 0.0 0.0
H -2.541 -1.346 -1.548 0.0 -0.1 0.0
H -4.641 -1.910 -2.434 0.0 0.0 0.1
H -4.299 -2.770 -0.908 0.0 0.1 -0.1
H -6.746 -2.907 -0.449 -0.1 -0.1 0.1
H -6.351 -3.669 -1.999 0.0 -0.1 -0.1
H -7.085 -2.057 -1.957 -0.1 0.0 -0.1
```
Forces are in eV/Å.

Its lowest unoccupied orbital energy is 0.06 eV. For the max |F|, the calculation gives 0.91 eV Å⁻¹. The SMILES is CCOc1ccc(N(C)Cc2cc(=O)oc3ccc(OC)cc23)cc1. The calculation puts the relative energy (zero: lowest compared OMol25 entry of this formula, charge and spin) at 290.44 kJ/mol. For the gap between HOMO and LUMO, the calculation gives 0.280 Eh.

---

[3]
Below is an isolated ion of composition C9H19N2O and charge +1 in a non-equilibrium geometry, with properties calculated with the ωB97M-V functional and the def2-TZVPD basis.

```
31
Properties=species:S:1:pos:R:3:forces:R:3
C -1.402 -0.249 -0.688 -4.6 -0.3 0.1
C -0.542 0.784 0.078 0.7 -0.2 -0.4
C 1.394 -0.798 0.081 -0.8 0.3 1.6
C -2.851 -0.271 -0.147 -2.2 1.5 -4.5
C -0.647 0.801 1.597 -2.3 -1.5 0.6
C -0.791 2.216 -0.488 2.6 -1.2 1.8
C 2.713 -1.262 -0.401 1.0 5.1 1.3
C 0.965 -1.621 1.234 1.5 -3.5 -0.1
C 1.613 1.186 -1.167 2.9 -0.2 0.3
N 0.807 0.317 -0.272 3.7 0.6 -0.5
N -0.943 -1.627 -0.585 0.8 -2.0 -0.1
O -1.757 -2.515 -0.516 0.9 1.1 -0.1
H -1.535 -0.244 -1.823 0.9 1.0 1.1
H -2.927 -0.138 0.839 0.1 -0.2 4.1
H -3.400 -1.169 -0.485 0.6 0.4 0.4
H -3.583 0.563 -0.477 1.7 -0.9 -0.2
H -1.095 -0.050 2.124 0.2 -0.7 -0.9
H -1.368 1.441 2.027 -0.7 1.9 -0.3
H 0.226 0.924 2.144 2.0 0.6 0.4
H -0.047 2.979 -0.176 -0.3 -0.8 -0.1
H -1.650 2.511 -0.018 -2.6 0.8 0.4
H -0.805 2.107 -1.515 -0.5 0.5 -2.2
H 2.663 -2.245 -0.408 0.4 -4.8 0.8
H 3.526 -0.770 0.287 -1.4 -1.3 -1.3
H 2.903 -1.029 -1.396 0.5 0.8 -1.7
H 0.101 -1.327 1.776 0.2 0.3 0.8
H 1.925 -2.000 1.767 -1.5 1.6 0.0
H 0.727 -2.700 0.963 0.0 1.3 -0.6
H 2.729 0.966 -1.246 -1.5 -0.4 0.9
H 1.343 0.970 -2.141 -1.1 0.2 -2.2
H 1.708 2.250 -0.967 -1.1 -0.1 0.3
```
Forces are in eV/Å.

Its lowest unoccupied orbital energy (spin up / spin down) is -3.85 / -3.86 eV. For the max |F|, the calculation gives 5.33 eV Å⁻¹. The SMILES is CC(C)=[N+](C)C(C)(C)[C@H](C)N=O. The calculation puts the relative energy (zero: lowest compared OMol25 entry of this formula, charge and spin) at 563.83 kJ/mol. For the gap between HOMO and LUMO (spin up / spin down), the calculation gives 0.326 / 0.326 Eh. The charge is +1.